Record 1
A 2-piece molecular cluster, C12H28N5O7P overall at a distorted geometry, computed with the ωB97M-V functional and the def2-TZVPD basis.

Geometry as XYZ:
```
53
Properties=species:S:1:pos:R:3:forces:R:3:mulliken_charge:R:1
H -0.54560 -4.15866 -2.01659 0.19 -0.23 -0.51 0.50
C -0.11137 2.06224 0.21369 -0.32 0.42 0.66 0.13
H 1.06438 -1.15784 -0.99434 -0.78 -0.55 0.24 -0.67
H 1.59535 -1.75691 -3.01735 0.63 -0.27 0.08 0.36
C -0.67501 -2.85247 1.16188 0.78 -0.97 -0.14 -0.93
H -0.19854 -1.75643 2.88825 -0.34 0.44 0.73 0.57
H -0.08682 -4.70061 0.22805 0.09 -0.67 0.26 0.53
O -4.01759 -0.42812 1.65071 0.29 -0.33 -0.13 -0.65
H -0.03436 2.59976 2.23821 -0.27 0.44 0.67 0.69
C 0.74507 -1.23547 -3.41554 -0.15 -0.04 0.11 -1.24
N -4.55968 0.63944 1.26447 0.11 -0.60 0.48 0.96
H -1.50422 -2.29779 0.80948 -0.91 0.77 -0.30 0.44
H -2.21247 2.16219 -0.14953 -0.72 -0.06 -0.10 0.45
N 3.18225 1.42869 -0.61257 -0.12 -0.11 0.35 -0.43
N 1.82883 -1.16996 -0.33865 0.80 -0.42 -1.01 0.80
H -1.78040 3.98605 -2.61070 0.07 -0.34 -0.55 0.25
P 3.99625 0.85553 0.77804 1.50 -0.91 0.45 0.05
C 0.23090 -1.96455 1.93769 -0.56 0.61 -1.05 -0.82
H -2.61579 5.12339 -1.61706 -0.26 0.65 0.03 0.25
C -2.25260 4.11375 -1.64998 0.44 0.52 0.30 -0.71
O -1.28309 3.96302 -0.63223 -0.25 -0.09 -0.18 -0.46
H 3.25083 2.75285 1.38822 -0.13 0.34 0.33 0.40
H 0.83789 0.38930 3.11338 0.61 -0.23 0.45 0.49
H 3.25045 -0.96970 1.92593 0.16 0.01 0.49 0.47
H 0.99756 -3.42075 -0.16583 0.52 0.08 0.03 0.26
O -0.65649 -2.09859 -1.70080 0.91 -0.29 0.35 -0.18
C -0.82630 -3.46969 -1.24235 -0.33 0.58 0.10 -0.88
O -1.22726 -2.44053 -3.82910 -0.94 -0.99 -0.98 -0.54
H -1.07036 -3.56808 1.85694 -0.33 -0.38 0.49 0.54
O -5.55517 0.60107 0.54154 -0.31 0.05 -0.40 -0.65
O -4.08680 1.71835 1.65143 0.35 0.77 0.01 -0.63
C -1.45056 2.83021 0.20145 1.23 -0.11 -0.57 -0.70
N 2.75555 -0.15760 1.57552 0.34 -0.01 -1.05 -0.16
H 0.59126 2.62295 -0.36479 0.36 0.48 -0.46 0.41
H -0.78060 0.45819 2.57653 -0.76 -0.24 -0.11 0.69
C -0.03658 -3.65090 0.01369 -0.61 0.24 0.00 -0.57
H 2.63596 -1.70224 -0.60221 0.63 0.30 -0.13 0.35
H -3.10079 3.47107 -1.51638 -0.37 -0.55 0.00 0.35
N 0.43407 -0.59147 1.25863 -0.28 0.34 2.39 0.52
H -0.23468 1.12069 -0.28719 -0.08 -0.58 -0.25 -0.12
C -0.47718 -1.99108 -3.04023 -0.05 0.74 0.35 0.69
H 1.18437 -2.43133 2.11821 0.58 -0.24 0.12 0.38
H 0.72729 -0.24121 -3.01749 -0.04 0.71 0.29 0.29
C 0.46166 1.88601 1.61679 -0.26 -0.68 -0.21 -0.39
H -1.70194 3.18417 1.18087 -0.33 -0.02 0.66 0.30
H -1.86494 -3.60831 -1.01574 -0.67 -0.15 -0.07 0.34
H 0.79376 -1.19927 -4.47919 0.19 0.11 -0.71 0.39
O 3.97586 2.17739 1.67180 -0.20 0.47 -0.24 -0.43
H 1.50317 2.13387 1.68903 0.54 0.04 -0.20 -0.17
H 3.78889 2.14608 -0.98870 0.00 0.43 -0.10 0.28
H 3.19299 0.70683 -1.31505 -0.25 -0.20 -0.35 0.19
C 0.23549 0.51356 2.23618 -0.86 0.42 -0.32 -1.38
C 1.68711 -0.62710 0.83296 0.15 0.31 -0.30 -0.66
```
Positions in Å, forces in eV/Å.

Output
* orbital gap: 0.1833 Ha
* DFT total energy: -43963.579 eV
* charge: 0
* highest occupied orbital energy: -6.55 eV

***

Record 2
A 12-piece molecular cluster, C34H97ClN7O15 overall at a distorted geometry, computed with the ωB97M-V functional and the def2-TZVPD basis.

Geometry as XYZ:
```
154
Properties=species:S:1:pos:R:3:forces:R:3:mulliken_charge:R:1
C 1.90268 6.49029 -0.73702 0.05 -0.28 0.00 -0.71
H -0.77586 5.50806 -5.44050 0.31 0.50 0.35 0.31
H 2.61390 5.92475 -10.99771 0.13 -0.05 0.19 0.22
H 2.83029 11.22837 -2.13228 -0.18 -0.09 0.10 0.39
O 0.67147 6.11915 -12.83477 0.32 0.33 0.43 -0.53
C 10.87129 7.33732 -7.63308 -1.84 -0.44 -1.64 -0.95
O 4.49653 5.05461 -6.01139 -2.29 -3.85 -0.40 -0.62
H 4.33602 -1.52158 -11.99564 0.04 0.06 0.16 0.33
H 6.36922 1.32754 -13.62957 -0.44 -0.08 -0.71 0.43
H 2.88663 7.36922 -11.89472 -0.34 0.26 -0.19 0.31
H 2.82534 -2.10181 -6.16901 0.26 -0.23 -0.11 0.38
C 8.80443 1.10132 -3.38534 -0.77 0.31 0.01 0.45
H 7.33475 -0.57163 -3.90233 0.17 -0.31 0.82 0.43
H 3.28011 1.62285 -1.54527 0.04 -0.67 0.26 0.26
C 2.94583 12.16739 -1.59099 -0.21 0.69 -0.07 -1.43
H 5.90196 -2.31527 -12.11830 0.32 0.24 -0.25 0.32
C -0.37289 8.11378 -6.06893 0.18 -0.45 0.04 -0.64
H 6.79251 0.39357 -12.30926 0.11 -0.66 0.36 0.35
H 9.84800 7.05519 -7.38532 -0.20 0.63 0.85 0.33
H 6.80996 9.81328 -13.48127 -0.23 0.38 0.03 0.27
O 6.56266 5.82360 -5.25002 1.20 -0.80 0.42 -0.64
H 3.81665 -2.54833 -3.90901 0.19 0.65 0.24 0.36
H 4.87835 6.32091 3.61181 0.63 -0.38 -0.49 0.37
H 8.27824 9.64030 -10.82608 0.28 -0.16 0.08 0.20
H 3.96977 7.81240 0.21052 -0.20 0.39 0.17 0.23
O 3.08238 -0.15532 -2.64344 0.41 -1.15 0.25 -0.32
N 6.17351 15.30517 -8.09732 1.50 0.58 -0.55 -0.77
H 8.85779 -1.74662 -6.79448 0.33 0.11 0.33 0.26
H 5.61410 3.09910 -11.72544 0.22 0.01 0.07 0.25
N 9.47732 2.12582 -4.15763 0.43 0.03 -0.85 -0.74
C 2.78395 -2.21763 -4.01973 -1.08 0.99 0.02 0.45
H 7.16452 -1.51448 -14.12705 0.72 -0.19 -0.31 0.28
O 5.77324 6.44514 -7.34965 -0.16 0.41 -0.37 -0.61
H 5.02258 14.06497 -0.76710 0.05 -0.17 0.20 0.38
H 13.29205 5.67935 -7.63676 -0.06 0.08 0.03 0.30
H 8.38100 9.18514 -2.13643 -0.12 0.19 0.09 0.30
C 3.99514 13.03211 -2.37153 -2.09 -0.09 1.89 0.61
C 4.37965 6.73397 2.73500 -0.73 -0.93 -0.76 -1.36
H 0.32458 7.78339 -11.56894 -0.11 0.27 -0.57 0.26
O 2.84445 6.07539 0.19375 0.70 -0.03 1.05 -0.32
O 8.79314 8.41071 -2.51936 0.29 0.01 0.16 -0.63
H 8.06711 10.97375 -12.95983 -0.25 0.04 0.48 0.34
C 3.61440 16.21789 -0.51220 0.02 -0.31 -0.05 -0.72
H 9.60035 0.49873 -2.94771 -0.10 -0.44 -0.19 0.22
H 6.36549 12.64004 -8.63540 0.46 0.01 -0.06 0.32
H 8.17921 8.12104 -3.19420 -0.23 -0.24 -0.29 0.33
C 7.48341 9.34644 -11.51163 -0.26 -0.30 0.29 0.00
H 8.42299 9.35667 -13.47296 0.38 -0.22 0.43 0.30
H 1.96731 12.62347 -1.44070 -0.06 0.27 -0.69 0.36
O 3.24738 15.06562 -1.21346 -0.37 -1.00 -0.30 -0.32
H -2.14611 9.88065 -5.87199 -0.84 0.14 0.12 0.30
C 2.53418 -0.67760 -3.87811 0.76 0.25 1.29 -0.70
H 6.53854 9.58679 -11.02422 -0.06 1.13 -0.28 0.24
Cl 5.38451 6.10865 -6.00385 1.64 2.80 0.62 1.49
H 6.09678 1.73409 -10.61352 0.39 0.37 0.06 0.30
N 5.10455 12.14450 -2.60398 0.30 0.27 0.43 -0.75
H 3.61279 13.23495 -3.37191 -0.73 0.83 0.19 0.19
H -0.06216 5.54029 -7.06938 0.25 0.12 0.05 0.30
N -1.90004 9.90845 -6.85115 0.85 0.03 0.31 -0.75
N 6.38441 -1.19797 -14.68504 1.12 0.16 0.15 -0.72
H 2.70033 -3.73290 -5.39011 -0.18 -0.05 -0.62 0.36
C 5.94638 0.56587 -12.97446 -0.61 0.70 1.08 -0.82
O 4.72226 7.18184 -5.31740 -0.37 1.51 -0.26 -0.63
H 7.24419 2.37130 -2.64418 -0.06 0.17 0.39 0.29
H 6.43101 7.59039 1.17419 -0.20 0.35 0.14 0.25
H 1.00180 5.96669 -0.41712 -0.17 -0.03 -0.65 0.25
H 4.85131 5.13732 1.31665 -0.07 -0.06 0.01 0.32
H 4.58620 -0.44263 -14.28755 -0.49 0.01 0.48 0.23
H 8.18074 11.82693 -7.36941 0.23 -0.03 -0.10 0.32
C 7.71524 9.94457 -12.88854 -0.53 -0.61 -0.67 -1.09
H 8.10820 11.79937 -5.59141 -0.18 0.36 0.02 0.25
H 7.54733 -1.98053 -5.62203 -0.06 -0.10 0.24 0.28
O -1.27589 7.18019 -6.65412 0.41 0.02 0.25 -0.29
H 5.04240 12.16437 -7.57659 -0.04 -0.40 0.07 0.40
C 0.78442 6.79514 -11.57157 -0.51 0.40 0.05 -0.10
H 0.16690 10.76293 -5.13137 -0.44 0.03 -0.07 0.34
H -0.24965 6.09813 -13.10441 -0.05 0.04 0.11 0.29
H 9.78962 1.64394 -4.98851 0.86 -0.25 -0.15 0.33
H -1.76144 5.21338 -6.79092 -0.15 0.19 -0.31 0.28
C 11.85146 6.64547 -6.76327 -0.57 0.50 0.57 -0.18
H 2.29529 6.20488 -1.71298 -0.63 0.08 -0.46 0.30
H 0.67320 7.80788 -6.05391 0.17 -0.50 -0.55 0.42
C 4.09028 6.73077 0.15002 -0.22 0.20 0.20 -0.55
N 6.29889 6.60688 1.36220 0.32 -0.48 -1.04 -0.73
C 5.18802 14.31445 -7.84154 -0.41 -0.91 -1.10 0.29
O 8.78895 -0.35134 -5.26737 1.17 -0.20 -0.18 -0.35
C 5.84571 12.88891 -7.71020 -1.67 1.51 0.55 -0.70
H 4.55271 11.49736 -3.14876 1.25 -0.97 -0.61 0.28
C 2.70803 1.17032 -2.35522 0.48 0.50 -1.17 -0.75
H 1.70071 7.56080 -0.70052 0.11 0.27 -0.01 0.28
H 1.41312 10.18848 -6.18443 0.19 0.05 -0.04 0.37
C 7.51599 11.83882 -6.50564 -0.14 -0.97 -0.17 -0.82
H 1.47527 -0.45019 -3.75534 -0.52 -0.46 -0.67 0.29
C 5.30773 2.18647 -11.21423 0.01 -1.21 -0.62 -0.63
C -0.50660 9.40563 -6.80952 -0.24 2.06 0.10 0.42
H 4.59398 -2.65970 -13.27536 0.13 -0.23 0.00 0.38
H 4.35053 16.76456 -1.10156 0.10 0.42 0.11 0.30
H 11.02086 8.41524 -7.69476 -0.11 -0.05 0.30 0.26
H 1.28978 -2.67644 -5.60673 -0.15 0.04 0.44 0.30
H 0.22376 6.27494 -10.79495 0.05 -0.44 0.07 0.21
C 0.38072 10.53802 -6.17626 0.15 -1.21 -0.76 -1.43
H 8.82460 2.74338 -4.61882 -0.66 0.58 0.55 0.24
O 7.36329 7.92802 -11.63555 0.67 -0.09 -0.38 -0.55
O 6.65996 12.93734 -6.55978 0.12 0.83 -0.20 -0.28
O 13.09625 6.58700 -7.39299 1.31 -0.11 -0.09 -0.53
C -0.92424 5.83332 -6.47020 -0.38 -0.74 -0.22 -0.79
C 8.01934 1.72996 -2.22475 -0.33 -1.31 -0.31 -1.37
C 4.16964 14.36262 -9.04691 0.01 -0.26 2.39 -1.20
C 2.35701 -2.69839 -5.38615 0.33 -0.10 -0.36 -1.48
H 0.32559 11.42778 -6.80348 -0.15 0.02 0.22 0.36
H -0.22475 9.30340 -7.85748 0.36 -0.30 0.04 0.25
H 2.91179 -0.09243 -4.71662 0.20 -0.02 -0.20 0.40
H 7.09897 0.81365 -4.79018 0.25 0.69 -0.65 0.39
C 8.16079 -1.23624 -6.12980 -0.56 0.36 -1.00 -0.75
N 1.97680 -2.93739 -3.01866 0.67 0.46 -0.24 -0.81
H 2.39214 -2.63840 -2.14791 -0.20 -0.15 0.59 0.32
C 5.45195 -0.73554 -13.69359 -0.70 0.71 1.17 0.43
H 11.54315 5.67023 -6.38649 -0.21 -0.05 -0.21 0.31
H 7.58490 0.88035 -1.69794 -0.68 -0.02 -0.04 0.36
H 8.58237 2.19288 -1.41431 0.42 0.48 -0.67 0.36
H 6.98100 15.09540 -7.52805 0.16 0.26 0.75 0.30
H 3.18934 11.94464 -0.55215 0.86 -0.09 -0.10 0.31
H 7.52783 -0.61985 -6.76817 -0.52 -0.28 -0.34 0.32
C 7.91361 0.22887 -4.36301 0.05 0.25 2.01 -0.70
H 4.74527 14.60176 -6.88786 -0.52 -0.46 -0.01 0.27
H 4.51204 7.81006 2.84725 -0.41 0.13 -0.32 0.31
H 3.53549 13.50513 -8.82178 -0.14 -0.29 -1.01 0.32
H 10.80947 6.99545 -8.66623 0.86 -0.24 -0.30 0.29
H -2.48304 9.25622 -7.35595 -0.11 -0.23 0.17 0.31
H 6.74665 6.15475 0.57787 0.44 -0.13 -0.16 0.29
H 3.35716 6.38116 2.86970 -0.38 0.67 -0.08 0.33
H 5.70490 12.68561 -3.20968 0.53 -0.54 -0.54 0.27
H 2.71587 16.81095 -0.34181 0.11 0.03 -0.08 0.23
H 6.01172 -2.04668 -15.08615 -0.11 -0.09 -0.23 0.28
H 4.66696 14.40213 -10.01603 -0.07 -0.47 0.09 0.32
H 4.92188 14.92817 -2.31898 0.58 0.16 -0.03 0.38
H 2.99884 1.75347 -3.22898 -0.31 0.50 -0.17 0.32
C 4.88664 6.22672 1.32533 0.72 0.64 2.62 0.31
C 5.08894 -1.87859 -12.69831 -1.01 0.95 -0.35 -1.33
H 4.62533 6.57162 -0.78621 0.07 -0.42 -0.27 0.42
H 2.33393 7.47814 -10.22070 -0.18 -0.01 -0.01 0.32
H 1.64294 1.30936 -2.16995 -0.22 -0.21 0.04 0.31
C 2.21862 6.92835 -11.15479 0.70 -0.81 -0.05 -0.98
H 6.54708 15.03506 -8.99597 0.12 0.47 -0.70 0.28
H 11.86020 7.32232 -5.90894 0.78 -0.32 0.52 0.16
H 4.04268 15.92753 0.44716 0.20 0.21 0.25 0.30
H 1.11224 -2.41916 -3.08246 -0.65 -0.33 0.42 0.32
H 3.50176 15.21989 -8.96256 0.27 0.21 0.01 0.35
H 7.06445 7.60092 -10.78390 -0.02 -0.19 0.09 0.30
H 6.88108 10.95398 -6.55114 0.27 -0.50 0.07 0.36
O 4.87451 1.18155 -12.15985 0.49 -0.64 -0.70 -0.32
H 4.49400 2.41010 -10.52436 -0.19 -0.09 -0.34 0.23
H -0.58158 8.21916 -5.00429 -0.48 0.27 0.29 0.27
C 4.37780 14.29957 -1.61404 -0.32 0.33 -0.75 -0.80
```
Positions in Å, forces in eV/Å.

Output
* orbital gap: 0.3071 Ha
* DFT total energy: -90483.941 eV
* charge: -1
* highest occupied orbital energy: -6.40 eV

***

Record 3
An isolated molecule of C22H23ClN2O3, computed with the ωB97M-V functional and the def2-TZVPD basis.

Geometry as XYZ:
```
51
Properties=species:S:1:pos:R:3:forces:R:3:mulliken_charge:R:1
C -5.67095 1.83398 0.65924 0.14 0.19 -0.11 -0.65
H -3.41780 1.27544 -1.26619 0.02 0.02 0.11 0.13
H -3.87053 1.26837 1.71141 0.03 -0.02 0.07 0.43
C -4.31794 1.12610 0.72570 -0.05 0.10 -0.18 -0.14
C 0.53213 -0.55939 -0.05655 -0.15 -0.66 0.12 0.27
C -2.19920 -2.80936 0.90153 0.11 0.20 -0.12 -0.33
H -1.55654 2.80205 -0.61053 -0.06 -0.04 0.15 0.41
Cl -5.89661 -2.92272 -0.57701 -0.14 -0.03 -0.02 -0.22
H -6.21160 1.81223 1.60206 -0.06 -0.03 0.03 0.37
C -3.48729 1.86385 -0.34183 0.40 -0.31 0.09 0.56
C 6.93063 0.02757 -0.25864 -0.08 0.00 0.06 0.98
H -4.39144 0.06016 0.52401 0.04 -0.05 0.06 -0.22
O -4.17920 3.06274 -0.65622 0.19 0.06 -0.08 -0.49
H 3.87383 1.29459 0.44610 -0.07 0.06 0.02 0.42
H -4.05937 -3.72672 1.43659 -0.07 -0.05 0.05 0.44
O 2.65665 -2.44843 0.58063 -0.02 -0.12 -0.04 -0.68
C 5.27433 -1.71868 -0.21469 -0.24 0.03 0.02 -0.68
C -5.24607 3.24313 0.25402 -0.29 0.00 0.23 -0.55
H -4.08469 -1.40344 -2.14753 -0.08 0.03 -0.08 0.41
H -4.90670 3.81337 1.13151 -0.07 -0.02 -0.06 0.28
C -2.06256 2.18682 0.13658 -0.27 0.38 -0.35 -1.26
H 9.03795 -0.34927 -0.34313 0.08 -0.01 0.01 0.36
C -2.21843 -1.48727 -1.10079 -0.01 -0.23 0.13 0.32
C 4.61632 0.55186 0.19076 -0.09 -0.16 -0.03 -0.52
N 1.91074 -0.39399 -0.05632 0.13 0.51 -0.08 -0.08
O 0.43680 1.59943 -1.02892 0.17 0.07 -0.19 -0.73
C -1.52092 -1.98177 0.00484 -0.45 -0.06 -0.16 -0.44
C -3.53958 -3.09705 0.73178 -0.21 -0.01 -0.09 -0.77
H 7.34763 -2.04454 -0.59767 0.08 -0.07 -0.02 0.33
H 6.18782 1.99204 0.14786 0.03 0.10 0.03 0.38
C -3.55464 -1.78103 -1.28710 -0.12 -0.06 0.02 -0.79
C 4.27147 -0.79132 0.05759 0.42 -0.03 0.00 0.48
C 6.58351 -1.31287 -0.37841 -0.01 0.09 0.01 -0.60
C 2.88672 -1.30863 0.22552 -0.18 0.08 0.03 0.62
H -6.02430 3.81008 -0.25814 0.02 0.00 0.08 0.35
H 0.50337 -2.56838 0.48368 0.07 0.06 -0.02 0.64
N -1.27900 0.98947 0.31529 -0.19 -0.03 0.09 -0.02
C -0.12372 0.76429 -0.33984 -0.19 0.05 0.33 0.24
H 2.18353 0.51666 -0.41427 0.00 -0.24 0.02 0.21
H -1.66701 -3.21991 1.74651 0.06 -0.05 0.09 0.50
H 5.00220 -2.76012 -0.29714 -0.03 -0.08 0.01 0.42
C -4.21509 -2.57576 -0.36108 0.23 0.02 0.04 0.41
H 8.60316 1.25628 0.26527 0.08 0.04 0.03 0.36
H 8.46582 0.89707 -1.45239 0.08 0.03 -0.04 0.28
C -0.09834 -1.72199 0.18324 0.52 0.18 0.03 -0.58
C 5.93030 0.94850 0.03585 0.07 -0.02 -0.03 -0.82
C 8.34410 0.48040 -0.45206 0.00 0.03 -0.06 -1.39
H -2.11299 2.74793 1.07674 -0.02 0.02 -0.08 0.30
H -6.29157 1.39264 -0.12049 -0.06 0.00 0.00 0.29
H -1.67781 0.24940 0.87124 0.17 -0.02 -0.02 0.26
H -1.69709 -0.88381 -1.82859 0.03 0.03 -0.10 0.50
```
Positions in Å, forces in eV/Å.

Output
* orbital gap: 0.3106 Ha
* DFT total energy: -44833.519 eV
* charge: 0
* energy above the lowest of the compared OMol25 structures with the same formula, charge and spin: 22.5 kJ/mol
* SMILES: Cc1ccc(C(=O)N/C(=C/c2ccc(Cl)cc2)C(=O)NC[C@H]2CCCO2)cc1
* highest occupied orbital energy: -8.34 eV